One molecule with the formula H5P3S at a distorted geometry, computed with ωB97M-V/def2-TZVPD.

XYZ file:
```
9
Properties=species:S:1:pos:R:3:forces:R:3
H 0.247 -1.747 -0.270 0.2030 -0.2100 -0.4002
H -1.272 1.614 -0.788 0.0576 -0.0661 -0.3227
P 2.722 0.079 -0.262 -0.5966 -0.0384 -0.1330
S -3.200 -0.420 -0.230 0.9235 0.0809 0.1817
H 2.558 -0.426 -1.572 0.0711 0.0990 -0.1944
H -1.330 1.239 1.244 -0.1377 -0.2648 0.1479
P 0.748 -0.499 0.108 -1.0164 0.0096 0.3057
P -1.492 0.509 0.046 0.5461 0.2853 -0.1093
H 0.638 -0.700 1.471 -0.0505 0.1045 0.5244
```
Positions in Å, forces in eV/Å.

The value obtained for the gap between HOMO and LUMO is 7.0052 eV. The relative energy (zero: lowest compared OMol25 entry of this formula, charge and spin) is 1.0147 eV. The SMILES is P=[PH2][PH2]=S. The calculation puts the molecular weight at 130.03 g mol⁻¹. The charge is 0.

The net atomic charges from Mulliken, expressed in e, are: 0.146, 0.116, -0.092, -0.348, -0.002, 0.109, -0.089, 0.054, 0.107

C10H24GaIO2P2 as an isolated structure at a distorted geometry, computed with ωB97M-V/def2-TZVPD.

XYZ file:
```
40
Properties=species:S:1:pos:R:3:forces:R:3
H 4.364 -1.427 0.580 -0.4012 0.0423 -0.0232
H 2.980 -2.517 0.165 0.2280 0.1222 0.1242
H -0.897 -0.435 -2.911 0.4443 0.2098 0.1485
H 4.253 0.298 -1.288 -0.2849 0.0185 -0.1063
H -3.022 -2.465 0.178 -0.2192 0.0885 0.0953
I -0.029 -3.524 0.223 0.0103 0.9126 -0.9106
C -0.008 -0.665 2.131 -0.0463 -0.0554 0.6040
C 0.001 0.211 -2.917 -0.0010 -1.6467 -1.3052
C 3.287 -1.619 0.713 -0.5668 -0.2984 -0.0775
H -2.791 1.217 -1.891 -0.1542 -0.0582 0.0604
C -3.317 -1.561 0.720 0.6025 -0.2908 -0.0360
C -3.170 0.278 -1.476 0.2324 -0.2302 -0.2216
P -2.357 -0.133 0.096 -1.4512 0.0643 -0.0410
C 0.013 1.071 -1.760 0.0121 5.4203 -0.3795
H 0.891 -0.446 -2.922 -0.4362 0.2045 0.1678
H 2.494 2.094 0.975 0.3636 -0.1105 0.0893
H -2.451 2.137 0.983 -0.3525 -0.0969 0.0883
H -3.006 -0.531 -2.198 -0.1722 0.1391 0.0800
H -3.108 -1.718 1.787 -0.0080 0.0726 -0.2868
C 0.031 1.917 0.877 -0.0060 3.3167 1.2964
C -2.963 1.194 1.200 0.7636 0.2573 0.1031
O 0.019 2.234 -1.536 -0.0187 -4.9110 -0.5496
H -0.083 -1.677 2.551 0.0302 0.3730 -0.1049
H 2.812 1.170 -1.897 0.1578 -0.0898 0.0824
H -2.790 0.932 2.250 -0.0273 0.0497 -0.2184
H 3.071 -1.777 1.779 0.0079 0.0754 -0.3002
C 2.984 1.139 1.196 -0.7471 0.3094 0.1289
P 2.354 -0.173 0.088 1.4338 -0.0285 0.0549
O 0.030 3.032 1.131 0.0007 -2.6434 -0.3720
H 4.069 1.239 1.045 -0.3310 -0.1655 -0.1152
H -4.044 1.317 1.041 0.3117 -0.1638 -0.1097
H 2.798 0.883 2.245 0.0293 0.0485 -0.2398
C 3.173 0.224 -1.479 -0.1524 -0.1788 -0.3486
H -4.246 0.369 -1.284 0.2329 0.0237 -0.1104
H -4.388 -1.351 0.582 0.3498 0.0422 -0.0281
H 0.909 -0.190 2.501 -0.3003 -0.1275 -0.0063
Ga -0.008 -0.890 0.106 -0.0013 -0.8664 2.0326
H -0.856 -0.064 2.484 0.3046 -0.1648 0.0116
H 2.999 -0.581 -2.205 0.1711 0.1485 0.1096
H 0.002 0.788 -3.863 -0.0087 0.1876 0.6136
```
Positions in Å, forces in eV/Å.

The value obtained for the gap between HOMO and LUMO (alpha / beta) is 4.9732 / 4.9560 eV. The relative energy (zero: lowest compared OMol25 entry of this formula, charge and spin) is 1.4339 eV. The calculation puts the molecular weight at 434.88 g mol⁻¹. The charge is +2.

The net atomic charges from Mulliken, expressed in e, are: 0.460, 0.373, 0.192, 0.488, 0.373, -0.194, -1.264, -0.931, -1.190, 0.376, -1.196, -1.379, 0.823, 0.635, 0.195, 0.392, 0.384, 0.375, 0.347, 0.031, -1.314, -0.232, 0.425, 0.379, 0.411, 0.348, -1.308, 0.786, -0.210, 0.469, 0.472, 0.408, -1.373, 0.491, 0.461, 0.421, 0.804, 0.425, 0.374, 0.472